Record 1
{
  "formula": "C19H31N3O3S",
  "method": "ωB97M-V/def2-TZVPD",
  "species": ["C", "H", "C", "C", "H", "H", "S", "O", "O", "N", "C", "C", "H", "H", "C", "C", "O", "N", "H", "C", "H", "H", "C", "N", "C", "C", "C", "C", "C", "C", "H", "H", "H", "H", "H", "C", "H", "C", "H", "H", "H", "H", "H", "H", "C", "C", "H", "H", "H", "H", "H", "H", "H", "H", "H", "H", "H"],
  "xyz": [[0.48864, -5.05835, -4.95747], [-0.25292, -4.27779, -5.10091], [1.52113, -4.60888, -3.93185], [0.86782, -4.22274, -2.61903], [0.15776, -4.96811, -2.27294], [1.60515, -4.00573, -1.85062], [-0.08114, -2.67522, -2.84625], [0.73082, -1.74643, -3.57345], [-1.38654, -2.98847, -3.34973], [-0.29793, -2.04863, -1.32664], [0.84103, -1.46738, -0.66182], [0.35360, -0.42334, 0.34000], [1.20544, 0.00029, 0.87325], [-0.13469, 0.37919, -0.21206], [-0.62703, -1.06683, 1.32668], [-1.10721, -0.05450, 2.36311], [-0.79379, -0.13393, 3.53356], [-1.92456, 0.91118, 1.88912], [-2.05683, 1.00114, 0.89508], [-2.38774, 1.98677, 2.73005], [-2.19335, 1.66376, 3.75532], [-3.46514, 2.12332, 2.59923], [-1.65894, 3.32461, 2.44630], [-0.24909, 3.15257, 2.22119], [0.28338, 3.01228, 0.96078], [-0.51705, 2.94971, -0.19079], [0.03614, 2.79191, -1.44726], [1.40455, 2.68164, -1.61400], [2.21193, 2.75937, -0.49265], [1.67060, 2.92994, 0.76554], [2.34561, 3.00619, 1.60171], [3.28569, 2.69370, -0.59596], [1.82983, 2.54291, -2.59502], [-0.61750, 2.74253, -2.30630], [-1.59208, 3.02419, -0.12574], [0.55558, 2.98951, 3.41339], [-0.07782, 2.57176, 4.19889], [1.15680, 4.31220, 3.89066], [1.79283, 4.74450, 3.12249], [0.36880, 5.02621, 4.11930], [1.74869, 4.15103, 4.78772], [1.34465, 2.25731, 3.22902], [-2.11020, 3.82497, 1.58895], [-1.80093, 3.97823, 3.31246], [-1.77950, -1.72061, 0.55715], [-1.21556, -2.72683, -0.44580], [-0.71275, -3.54555, 0.09398], [-2.00582, -3.14129, -1.07240], [-2.34372, -0.97006, 0.00329], [-2.45594, -2.22695, 1.24721], [-0.09695, -1.84294, 1.89040], [1.42863, -2.23839, -0.13648], [1.45787, -1.00589, -1.43310], [2.05319, -3.73350, -4.30875], [2.24910, -5.40662, -3.75905], [0.96753, -5.26904, -5.91028], [-0.02006, -5.95895, -4.61954]],
  "forces_ev_per_a": [[0.201, 0.052, -0.013], [-0.109, -0.044, -0.155], [-0.043, -0.078, -0.225], [-0.292, 0.810, -0.216], [-0.081, -0.070, 0.137], [0.058, 0.016, 0.160], [-0.090, -0.079, 0.503], [0.349, 0.006, 0.065], [-0.113, -0.255, 0.122], [0.067, -0.250, -0.871], [0.471, 0.448, 0.054], [0.076, -0.339, -0.015], [0.007, 0.042, -0.016], [0.051, 0.054, -0.018], [-0.043, 0.179, 0.030], [0.126, -0.522, -0.398], [0.200, -0.009, 0.436], [-0.376, 0.307, -0.192], [0.070, -0.134, 0.035], [0.057, 0.220, 0.120], [-0.107, 0.072, -0.113], [0.042, 0.010, 0.094], [-0.201, -0.268, -0.083], [-0.111, -0.023, 0.114], [0.045, 0.071, -0.119], [-0.203, 0.129, 0.001], [0.045, 0.015, -0.028], [0.053, -0.050, -0.163], [-0.014, -0.029, -0.067], [0.083, -0.010, 0.167], [0.037, 0.017, 0.121], [0.085, -0.003, 0.007], [0.048, -0.009, -0.102], [-0.063, -0.010, -0.058], [-0.063, 0.010, 0.044], [0.254, 0.262, 0.135], [0.049, -0.088, -0.077], [-0.055, -0.278, -0.076], [0.074, 0.072, -0.058], [-0.064, 0.093, 0.034], [0.090, 0.045, 0.130], [-0.103, -0.041, 0.059], [0.022, 0.051, 0.104], [-0.038, 0.031, -0.082], [0.277, -0.219, -0.001], [-0.602, -0.199, 0.128], [-0.040, 0.016, -0.008], [-0.040, -0.067, 0.218], [-0.088, 0.011, -0.032], [-0.055, 0.011, -0.014], [-0.074, 0.108, 0.034], [0.003, 0.023, -0.030], [0.111, 0.030, 0.190], [0.134, -0.109, 0.012], [-0.008, 0.100, 0.078], [-0.011, -0.044, -0.099], [-0.103, -0.083, -0.001]],
  "mulliken_charge": [-1.12, 0.35, -0.49, -0.66, 0.37, 0.38, 1.06, -0.70, -0.66, 0.26, -1.53, 0.14, 0.57, -0.22, 0.11, -0.04, -0.70, -0.06, 0.31, -0.86, 0.44, 0.41, -1.03, 0.43, 1.46, -0.67, -0.72, -0.67, -0.76, -0.45, 0.40, 0.39, 0.43, 0.38, 0.23, -1.02, 0.44, -1.34, 0.28, 0.30, 0.45, 0.62, 0.50, 0.35, -0.81, -0.87, 0.37, 0.55, 0.29, 0.35, 0.44, 0.39, 0.62, 0.31, 0.36, 0.35, 0.28],
  "smiles": "CCCS(=O)(=O)N1CCC(C(=O)NCCN(CC)c2ccccc2)CC1",
  "homo_lumo_gap_ev": 8.37,
  "lumo_energy_ev": 0.721,
  "e_homo_ha": -0.281
}


Record 2
{
  "formula": "C19H31NO9PdSSi",
  "method": "ωB97M-V/def2-TZVPD",
  "species": ["Pd", "O", "N", "C", "C", "C", "C", "C", "S", "H", "H", "H", "H", "O", "C", "O", "C", "O", "O", "C", "C", "C", "C", "O", "Si", "O", "O", "C", "C", "C", "C", "O", "C", "C", "C", "C", "H", "H", "H", "H", "H", "H", "H", "H", "H", "H", "H", "H", "H", "H", "H", "H", "H", "H", "H", "H", "H", "H", "H", "H", "H", "H", "H"],
  "xyz": [[-0.78153, 0.42332, 0.01460], [0.74965, -1.54382, -0.31304], [1.71321, -1.50748, 1.72337], [2.42783, -2.07345, 2.75940], [2.89340, -1.39367, 3.84407], [2.72763, -0.03138, 4.15372], [1.93085, 0.89481, 3.49117], [1.01929, 0.65689, 2.48122], [0.16656, 1.90764, 1.67675], [2.63124, -3.12770, 2.62672], [3.48090, -1.97783, 4.54645], [3.31184, 0.34178, 4.98904], [2.01240, 1.93432, 3.78186], [-0.12005, -3.44888, -1.47843], [-0.44941, -2.37924, -1.08156], [-1.41614, -1.67250, -1.02890], [1.60297, -2.12813, 0.48118], [2.31545, -3.08281, 0.22926], [0.63704, -0.59849, 2.07947], [-3.71511, 0.65159, -3.61313], [-3.72866, 2.17539, -3.73843], [-5.05042, 2.62573, -4.38788], [-2.54302, 2.62426, -4.60051], [-3.65751, 2.79604, -2.48993], [-2.58200, 2.29603, -1.29954], [-1.15048, 1.97923, -1.80902], [-2.83925, 3.47923, -0.15937], [-2.25085, 4.74442, -0.15164], [-2.42986, 5.30468, 1.26996], [-0.75952, 4.68870, -0.47754], [-2.96935, 5.64454, -1.16945], [-3.23880, 0.92007, -0.62904], [-4.13824, 0.72642, 0.41910], [-4.62381, -0.72727, 0.30241], [-5.31924, 1.69853, 0.32105], [-3.38132, 0.91212, 1.74213], [-3.79260, 0.18005, -4.59195], [-4.54212, 0.32937, -2.98658], [-2.79721, 0.34493, -3.12336], [-5.14459, 2.21242, -5.39038], [-5.08516, 3.71168, -4.44374], [-5.88857, 2.28820, -3.78240], [-2.56287, 2.14331, -5.57674], [-1.63948, 2.35383, -4.06289], [-2.56396, 3.70502, -4.73111], [-1.89231, 4.66765, 1.96754], [-3.48420, 5.30687, 1.54100], [-2.03799, 6.31925, 1.33074], [-0.28238, 3.96373, 0.17611], [-0.30247, 5.66816, -0.34377], [-0.62266, 4.34411, -1.49622], [-4.00925, 5.77759, -0.87757], [-2.95147, 5.14376, -2.13279], [-2.48119, 6.61572, -1.24169], [-5.20087, -0.85692, -0.61092], [-5.23987, -1.00810, 1.15532], [-3.74887, -1.37148, 0.24375], [-5.78892, 1.59615, -0.65465], [-4.93744, 2.70983, 0.40928], [-6.05705, 1.50370, 1.09960], [-2.47958, 0.26758, 1.70497], [-3.99007, 0.65070, 2.60751], [-3.05383, 1.94752, 1.81164]],
  "forces_ev_per_a": [[0.566, 0.159, -0.229], [-0.151, 0.064, 0.031], [-0.050, 0.918, 0.474], [0.139, -0.226, 0.209], [-0.060, -0.387, -0.057], [0.044, 0.255, 0.129], [0.156, -0.257, -0.003], [-0.236, 0.783, -0.290], [-0.006, -0.238, -0.069], [0.037, 0.025, -0.029], [-0.070, -0.074, -0.031], [-0.011, 0.009, 0.017], [0.016, 0.019, -0.033], [0.466, -0.757, -0.264], [0.561, -0.494, 0.180], [-0.965, 1.252, 0.033], [0.005, -0.348, -0.479], [-0.001, 0.047, 0.154], [0.438, -0.925, 0.193], [-0.045, 0.259, 0.074], [-0.288, -0.131, -1.021], [0.352, -0.095, 0.244], [-0.173, -0.073, 0.240], [-0.085, 0.213, 0.418], [-0.498, -0.171, 0.094], [0.286, -0.079, -0.042], [-0.018, -0.467, 0.047], [0.196, 1.107, 0.263], [0.031, -0.217, -0.386], [-0.262, -0.139, 0.053], [0.124, -0.274, 0.232], [-0.129, 0.302, -0.448], [-0.541, -0.387, 0.795], [0.239, 0.344, -0.035], [0.270, -0.183, -0.047], [0.142, -0.257, -0.391], [0.018, -0.047, -0.105], [-0.146, -0.108, 0.060], [0.196, -0.235, -0.021], [-0.032, -0.053, -0.142], [0.020, 0.151, -0.018], [-0.130, -0.055, 0.078], [0.007, -0.062, -0.156], [0.253, -0.029, -0.015], [-0.024, 0.161, -0.031], [0.084, -0.063, 0.135], [-0.140, 0.018, 0.017], [0.031, 0.114, 0.042], [0.168, 0.033, 0.000], [0.044, 0.143, 0.031], [0.168, -0.042, -0.173], [-0.159, 0.045, 0.013], [-0.013, 0.071, -0.195], [0.030, 0.121, -0.007], [-0.085, -0.014, -0.144], [-0.070, -0.022, 0.117], [0.037, -0.120, 0.022], [-0.130, -0.018, -0.140], [-0.109, 0.198, 0.067], [-0.041, -0.027, 0.094], [-0.431, 0.288, 0.223], [-0.114, -0.031, 0.084], [0.093, 0.007, 0.140]],
  "mulliken_charge": [-0.11, -0.39, 0.09, -0.71, -0.26, -0.26, -0.56, 0.82, -0.63, 0.38, 0.27, 0.25, 0.33, -0.62, 0.55, -0.44, 0.33, -0.69, -0.18, -1.52, 1.67, -1.88, -1.73, -0.37, 0.02, -1.21, 0.48, 1.67, -1.92, -1.19, -1.53, 1.50, 1.78, -1.65, -1.55, -1.33, 0.55, 0.17, 0.30, 0.40, 0.35, 0.36, 0.48, 0.29, 0.33, 0.30, 0.33, 0.47, -0.01, 0.53, 0.20, 0.30, 0.18, 0.42, 0.35, 0.40, 0.21, 0.26, 0.14, 0.49, 0.27, 0.52, 0.00],
  "spin_multiplicity": 3,
  "total_charge": -2,
  "homo_lumo_gap_ev": [5.23, 6.27],
  "lumo_energy_ev": [4.639, 4.637],
  "e_homo_ha": [-0.022, -0.060]
}


| no. | electronic energy (eV) |
| --- | --- |
| 1 | -41654.86100 |
| 2 | -62321.51581 |